No. 1
{"formula": "C5H11FN", "method": "ωB97M-V with the def2-TZVPD basis set", "species": ["C", "C", "C", "C", "C", "N", "F", "H", "H", "H", "H", "H", "H", "H", "H", "H", "H", "H"], "xyz": [[-2.52628, -0.34302, -0.23571], [-1.42019, 0.22462, -0.56295], [0.93974, -0.72504, 1.98583], [1.00834, 0.15815, 0.63369], [0.30763, -0.27878, -0.62315], [0.67144, 0.62901, -1.80057], [-1.31753, 1.45240, -0.98885], [-3.46564, 0.24765, -0.18295], [-2.57023, -1.34441, 0.13405], [0.02244, -0.72683, 2.58355], [1.52234, -0.23038, 2.70807], [1.39218, -1.72903, 1.85282], [1.99558, 0.43162, 0.47690], [0.62580, 1.09983, 1.07564], [0.44470, -1.33861, -0.86378], [-0.14696, 0.64919, -2.45338], [1.63914, 0.28497, -2.27888], [0.87751, 1.53866, -1.46035]], "homo_lumo_gap_ev": 10.741, "relative_energy_kj_mol": 279.4, "e_homo_ha": -0.5292, "total_charge": 1, "smiles": "C=C(F)[C@@H]([NH3+])CC"}

=====

No. 2
{"formula": "C5H11FN2", "method": "ωB97M-V with the def2-TZVPD basis set", "species": ["C", "C", "C", "C", "C", "H", "H", "H", "H", "H", "H", "H", "H", "H", "H", "H", "N", "N", "F"], "xyz": [[1.20603, -1.48211, 0.47846], [0.05901, -0.88583, -0.27620], [-1.14370, -0.25426, 0.45980], [-1.24040, 0.77254, -0.70744], [0.21810, 0.42080, -1.09434], [1.98834, -1.80699, -0.21913], [1.62292, -0.73114, 1.17270], [0.85977, -2.32673, 1.07681], [-1.99569, -0.95939, 0.57476], [-1.57009, 0.69848, 2.20269], [-0.06583, 0.95174, 1.66107], [-1.94970, 0.46008, -1.45838], [-1.40728, 1.79711, -0.46178], [0.40101, 0.24390, -2.16010], [1.02653, 2.26915, -0.83396], [2.08913, 1.09614, -0.59609], [-0.79765, 0.25589, 1.77666], [1.14440, 1.33478, -0.43439], [-0.44489, -1.85417, -1.16114]], "homo_lumo_gap_ev": 10.038, "relative_energy_kj_mol": 30.7, "e_homo_ha": -0.3322, "total_charge": 0, "smiles": "C[C@]1(F)[C@H](N)C[C@@H]1N"}

=====

No. 3
{"formula": "C5H11FNOP2", "method": "ωB97M-V with the def2-TZVPD basis set", "species": ["C", "C", "C", "C", "C", "P", "N", "F", "P", "O", "H", "H", "H", "H", "H", "H", "H", "H", "H", "H", "H"], "xyz": [[3.74400, 1.28593, -1.11798], [3.19423, 0.32762, -0.66279], [2.47513, -0.77332, 0.05137], [1.07483, -0.20751, 0.46141], [-0.10536, -1.08309, -0.09347], [-1.68163, -0.35494, 0.54622], [-1.33380, 1.01532, 1.45112], [-2.32121, -1.43895, 1.47702], [-3.03271, 0.25727, -1.10009], [-2.47848, -0.04106, -2.42557], [4.09645, 2.24968, -1.42319], [3.04573, -0.92566, 0.97716], [2.43110, -1.67677, -0.56495], [1.00457, -0.23194, 1.55567], [0.92160, 0.80090, 0.06309], [-0.03081, -2.12000, 0.27719], [-0.11282, -1.14149, -1.19223], [-1.64978, 0.94003, 2.41712], [-1.70178, 1.85017, 1.00155], [-4.27295, -0.38051, -0.81112], [-3.26632, 1.64834, -0.88755]], "homo_lumo_gap_ev": 8.253, "e_homo_ha": -0.4754, "total_charge": 1, "smiles": "C#CCCC[P@](=[NH2+])(F)[PH2]=O"}

=====

No. 4
{"formula": "C5H11FO2S", "method": "ωB97M-V with the def2-TZVPD basis set", "species": ["C", "C", "C", "C", "C", "O", "O", "F", "S", "H", "H", "H", "H", "H", "H", "H", "H", "H", "H", "H"], "xyz": [[-1.16803, -0.38662, -0.62069], [0.85554, -1.64022, -0.40155], [-0.60534, -1.10261, 1.56188], [1.57271, 1.54055, -0.09540], [-0.31704, -1.00747, 0.15284], [-0.55255, 2.51876, 0.95744], [0.59686, 3.74977, -0.94693], [2.13112, 1.08668, -1.24771], [-0.10576, 2.24829, -0.39363], [-2.00552, 0.03129, -0.20234], [0.07802, 4.46724, -1.07607], [-1.21588, -0.38176, -1.71827], [1.79939, -1.10955, -0.26805], [0.66100, -1.78795, -1.58354], [0.97968, -2.61753, 0.20951], [0.11691, -1.85069, 2.05371], [-0.50158, -0.12183, 2.08595], [-1.72306, -1.19429, 1.79350], [1.25360, 0.65115, 0.58530], [2.33608, 2.08673, 0.37076]], "homo_lumo_gap_ev": 9.693, "relative_energy_kj_mol": 151.8, "e_homo_ha": -0.3361, "total_charge": 0}

=====

No. 5
{"formula": "C5H11FOP2", "method": "ωB97M-V with the def2-TZVPD basis set", "species": ["C", "C", "C", "C", "C", "O", "F", "P", "P", "H", "H", "H", "H", "H", "H", "H", "H", "H", "H", "H"], "xyz": [[1.48950, -0.41624, 0.14590], [-0.02116, -0.19674, -1.82110], [1.86284, 1.42259, -1.38567], [1.39789, -0.03732, -1.29595], [-2.21419, 0.05694, 1.27886], [2.42830, -0.68284, 0.81394], [-2.32361, 1.42217, 1.36628], [-0.29897, -0.43228, 1.10823], [-2.38901, -0.66439, 2.96356], [-0.34536, -1.23542, -1.76675], [-0.71064, 0.41462, -1.23244], [-0.08325, 0.12995, -2.85610], [1.76212, 1.77330, -2.40556], [2.89947, 1.51833, -1.08387], [1.25395, 2.05018, -0.74036], [2.09192, -0.67112, -1.85819], [-0.57004, -1.75428, 0.76600], [0.33434, -0.76842, 2.31362], [-3.62471, -0.07943, 3.20590], [-2.93939, -1.84961, 2.48369]], "homo_lumo_gap_ev": [6.888, 6.890], "e_homo_ha": [-0.2622, -0.2622], "total_charge": 0}

=====

No. 6
{"formula": "C5H11ISi", "method": "ωB97M-V with the def2-TZVPD basis set", "species": ["C", "C", "C", "C", "C", "Si", "I", "H", "H", "H", "H", "H", "H", "H", "H", "H", "H", "H"], "xyz": [[-0.05029, -0.58923, 1.75106], [-0.70800, 0.56117, 1.52782], [-2.25570, 0.66057, 1.52862], [-0.81046, 0.13001, -2.72461], [0.75359, -2.14138, -3.71545], [0.33475, -1.27134, -2.06630], [0.59124, 2.27176, 1.70101], [1.03506, -0.72643, 1.75329], [-0.46769, -1.51208, 1.43494], [-2.61544, 1.72530, 1.43393], [-2.59692, 0.17338, 2.45703], [-2.46176, -0.03541, 0.72716], [-0.72041, -0.00559, -3.76938], [-1.88927, -0.07992, -2.37658], [-0.41927, 0.97097, -2.11117], [1.14394, -1.44785, -4.55120], [1.42851, -3.02374, -3.77648], [-0.16805, -2.49942, -4.07439]], "homo_lumo_gap_ev": 7.658, "relative_energy_kj_mol": 306.7, "e_homo_ha": -0.2900, "total_charge": 0}

=====

No. 7
{"formula": "C5H11MgNdO4", "method": "ωB97M-V with the def2-TZVPD basis set", "species": ["O", "C", "C", "O", "C", "C", "O", "C", "Mg", "H", "H", "H", "H", "H", "H", "H", "H", "H", "H", "Nd", "O", "H"], "xyz": [[2.23282, -0.65350, 0.92496], [1.97589, -1.95745, 0.53116], [0.90960, -1.98038, -0.55315], [-0.12716, -1.05721, -0.23945], [-0.75793, -0.38528, -1.32621], [-1.80428, 0.49514, -0.68441], [-1.13430, 1.34730, 0.24167], [-1.93469, 2.32851, 0.87856], [0.66323, 0.60554, 0.95209], [1.67842, -2.52022, 1.43509], [2.86779, -2.47427, 0.13213], [0.47140, -2.97989, -0.69329], [1.36938, -1.66115, -1.50393], [-1.24438, -1.10364, -2.00146], [-2.53374, -0.10262, -0.11482], [-2.30824, 1.10890, -1.44473], [-1.26134, 2.93838, 1.49024], [-2.42733, 2.96209, 0.12835], [-2.68092, 1.82755, 1.51236], [3.99099, 1.11098, 1.71613], [1.99628, 1.92181, 0.58884], [0.05852, 0.22942, -1.97015]], "homo_lumo_gap_ev": [6.110, 6.744], "spin_multiplicity": 5, "relative_energy_kj_mol": 0.0, "e_homo_ha": [-0.3633, -0.3893], "s2": 6.01, "total_charge": 1}

=====

No. 8
{"formula": "C5H11N", "method": "ωB97M-V with the def2-TZVPD basis set", "species": ["C", "C", "C", "C", "N", "C", "H", "H", "H", "H", "H", "H", "H", "H", "H", "H", "H"], "xyz": [[-0.21283, -0.00900, -2.01355], [0.82449, -0.10526, -0.88222], [0.31594, 0.30723, 0.48395], [0.18886, -0.77253, 1.53964], [-0.42721, -1.95311, 0.98605], [-0.22514, 1.69135, 0.69322], [0.02118, -0.67034, -2.85956], [-1.15334, -0.37772, -1.58924], [-0.37609, 0.97743, -2.45396], [1.02091, -1.17326, -0.77872], [1.76795, 0.43900, -1.04269], [1.20943, -0.93869, 1.96462], [-0.40221, -0.32094, 2.35103], [-1.21265, -2.19318, 1.58440], [-0.04722, 2.37180, -0.13298], [-0.34572, 2.01923, 1.71735], [-0.94635, 0.70800, 0.43267]], "homo_lumo_gap_ev": [5.339, 5.431], "spin_multiplicity": 2, "relative_energy_kj_mol": 305.5, "e_homo_ha": [-0.0370, -0.0455], "s2": 0.76, "total_charge": -1}

=====

No. 9
{"formula": "C5H11N", "method": "ωB97M-V with the def2-TZVPD basis set", "species": ["C", "N", "C", "C", "C", "C", "H", "H", "H", "H", "H", "H", "H", "H", "H", "H", "H"], "xyz": [[-0.64245, -0.04731, -1.91007], [1.69503, 0.85319, -0.48203], [0.69765, 0.22287, 0.32737], [-0.51234, -0.02773, -0.32669], [-1.68778, -0.58280, 0.39761], [1.06460, 0.18742, 1.78173], [-0.66472, -1.05066, -2.38273], [-1.61473, 0.41054, -2.21794], [0.13808, 0.57939, -2.34787], [1.55654, 0.30374, -1.37120], [2.48354, 0.99634, 0.07416], [-2.48152, -0.58679, -0.42154], [-1.49892, -1.69884, 0.71231], [-2.03110, -0.19199, 1.47329], [0.49599, 0.91556, 2.37701], [2.12604, 0.41075, 1.99711], [0.87610, -0.69367, 2.31948]], "homo_lumo_gap_ev": 8.366, "relative_energy_kj_mol": 186.0, "e_homo_ha": -0.2700, "total_charge": 0, "smiles": "CC(C)=C(C)N"}

=====

No. 10
{"formula": "C5H11N", "method": "ωB97M-V with the def2-TZVPD basis set", "species": ["C", "C", "C", "N", "C", "C", "H", "H", "H", "H", "H", "H", "H", "H", "H", "H", "H"], "xyz": [[2.56108, 0.21644, 0.26980], [1.16004, -0.37251, 0.17113], [0.13343, 0.71727, -0.10365], [-1.20713, 0.28724, -0.17284], [-2.14593, -0.26388, 0.67802], [-2.04356, -0.40588, -1.00981], [2.83851, 0.71750, -0.66650], [3.30908, -0.55353, 0.47970], [2.61522, 0.96213, 1.07214], [1.11574, -1.12325, -0.62864], [0.88511, -0.88074, 1.10495], [0.33729, 1.22913, -1.04966], [0.15279, 1.47301, 0.69292], [-2.13523, -1.26600, 1.11535], [-2.59993, 0.48660, 1.37365], [-1.58223, -1.20351, -1.64740], [-2.88725, 0.07723, -1.49845]], "homo_lumo_gap_ev": 9.355, "relative_energy_kj_mol": 277.5, "e_homo_ha": -0.3015, "total_charge": 0, "smiles": "CCCN1CC1"}

=====

No. 11
{"formula": "C5H11N", "method": "ωB97M-V with the def2-TZVPD basis set", "species": ["C", "C", "C", "H", "H", "H", "H", "H", "H", "C", "C", "N", "H", "H", "H", "H", "H"], "xyz": [[-1.91747, -2.08876, -1.37723], [-1.44074, -1.17904, -0.31557], [-0.87149, -1.78670, 0.69814], [-2.90130, -2.61074, -1.20134], [-1.97201, -1.53387, -2.35357], [-1.22678, -2.92389, -1.57401], [-1.81579, -0.17892, -0.11105], [-0.30753, -1.21981, 1.40848], [-0.66238, -2.81622, 0.75306], [1.16030, 3.07313, 0.89347], [2.11102, 2.09702, 0.69016], [1.99805, 1.09734, -0.29751], [0.57722, 3.35766, 0.06421], [1.20436, 3.52475, 1.91882], [2.92057, 1.91912, 1.39155], [1.04867, 1.10066, -0.76924], [2.09530, 0.16825, 0.18164]], "homo_lumo_gap_ev": 9.189, "relative_energy_kj_mol": 253.9, "e_homo_ha": -0.3018, "total_charge": 0, "smiles": "C=CC.C=CN"}

=====

No. 12
{"formula": "C5H11N", "method": "ωB97M-V with the def2-TZVPD basis set", "species": ["C", "C", "C", "C", "C", "H", "H", "H", "H", "H", "H", "H", "H", "H", "H", "H", "N"], "xyz": [[0.26268, -0.72573, 2.37340], [0.07913, 0.73796, 0.40639], [0.42944, 0.36627, -1.02428], [-0.64445, 0.88019, -1.92561], [-0.40223, -0.57142, -1.70644], [0.84167, -1.63210, 2.66087], [-0.80587, -0.88266, 2.29860], [0.39524, -0.00074, 3.18669], [0.99078, -0.97419, 0.49641], [0.49276, 1.71561, 0.65301], [-0.94825, 0.62707, 0.60693], [1.49100, 0.50404, -1.25253], [-0.41888, 1.04752, -2.96552], [-1.41163, 1.43774, -1.48618], [-1.15460, -1.13454, -1.11888], [0.01447, -1.15597, -2.38602], [0.78872, -0.23906, 1.18314]], "homo_lumo_gap_ev": 9.651, "relative_energy_kj_mol": 212.0, "e_homo_ha": -0.3092, "total_charge": 0, "smiles": "CNCC1CC1"}